16
Properties=species:S:1:pos:R:3:nbo_charge:R:1 method="wB97M-V/def2-TZVPD" e_above_lowest_kj_mol=57.57 smiles="C=C[Si](C)(F)C=C" orbital_gap_ev=10.902 charge=0 largest_force_ev_per_a=5.7 total_energy_ha=-585.2533
C -2.5843 -0.5749 0.6234 -0.34
C -1.3478 -0.3386 1.0537 -0.62
Si -0.1890 0.8561 0.0598 1.78
C -0.1708 0.2486 -1.8908 -1.03
F -0.6854 2.3925 0.2131 -0.65
C 1.5038 1.0610 0.9171 -0.65
C 2.3644 0.0422 1.0727 -0.33
H -3.2209 -1.1431 1.2390 0.19
H -3.0406 -0.0474 -0.2089 0.19
H -1.0988 -0.7105 1.9317 0.20
H -0.8754 0.8769 -2.4428 0.24
H 0.7808 0.1281 -2.1738 0.23
H -0.5217 -0.7181 -1.9520 0.23
H 1.6401 2.1409 0.9942 0.23
H 3.2948 0.1135 1.4185 0.18
H 2.1424 -0.9141 0.7519 0.18

***

16
Properties=species:S:1:pos:R:3:nbo_charge:R:1 method="wB97M-V/def2-TZVPD" e_above_lowest_kj_mol=474.30 smiles="CCC(C)=[N+]=CI" orbital_gap_ev="7.215 / 7.194" charge=+1 largest_force_ev_per_a=6.9 total_energy_ha=-547.9087
C 0.2098 2.0502 -0.6784 -0.60
C -0.2390 1.3247 0.5404 -0.42
C 0.0029 -0.2007 0.4208 0.36
C 1.3560 -0.6465 -0.0487 -0.69
N -1.0482 -0.8853 0.6798 -0.35
C -1.5053 -2.6381 0.3768 -0.03
I -2.1673 -3.0730 -1.4436 0.62
H 0.3998 3.0674 -0.3834 0.24
H -0.6810 1.9071 -1.4037 0.22
H 1.0744 1.6054 -1.0465 0.20
H -1.3946 1.3987 0.5951 0.24
H 0.2982 1.5821 1.3830 0.23
H 2.1306 0.0334 0.2790 0.25
H 1.5391 -0.7512 -1.0164 0.25
H 1.5710 -1.6721 0.4381 0.24
H -1.5466 -3.1022 1.3079 0.21

***

17
Properties=species:S:1:pos:R:3:nbo_charge:R:1 method="wB97M-V/def2-TZVPD" e_above_lowest_kj_mol=250.60 orbital_gap_ev="7.495 / 7.495" charge=0 largest_force_ev_per_a=4.4 total_energy_ha=-602.9540
C 0.0967 1.3349 1.6156 0.30
C -0.1830 -1.3203 -0.0282 0.16
C -0.2932 -1.5503 -1.4827 -0.68
C 1.2590 2.0348 -0.3485 -0.45
C -1.0920 -0.6048 0.8023 -0.51
N 0.6644 -2.0971 0.4858 -0.62
N 0.8500 2.0666 1.0013 -0.38
I -2.8626 0.2361 -0.0047 0.08
H -0.4306 1.3654 2.5323 0.20
H -0.8726 -0.8267 -2.1609 0.22
H 0.6288 -1.9111 -1.8969 0.25
H -0.9750 -2.4098 -1.5433 0.24
H 0.8564 1.2925 -0.9985 0.21
H 2.3384 2.1432 -0.3829 0.23
H 0.8957 2.9404 -0.9051 0.22
H -1.4296 -0.7490 1.8036 0.22
H 0.5493 -1.9448 1.5107 0.31

***

16
Properties=species:S:1:pos:R:3:nbo_charge:R:1 method="wB97M-V/def2-TZVPD" e_above_lowest_kj_mol=283.66 smiles="C#CC.CC=O.I" orbital_gap_ev=9.972 charge=0 largest_force_ev_per_a=4.4 total_energy_ha=-568.7170
C -0.0866 -1.1829 0.1587 -0.29
C 1.1096 -1.1535 0.1920 0.03
C 2.4364 -0.6358 0.0678 -0.71
H -0.9923 -1.3193 0.6771 0.24
H 2.5860 0.3601 0.5967 0.25
H 2.9262 -0.6281 -0.9360 0.25
H 3.0118 -1.3926 0.7010 0.24
C -0.9839 2.0399 -0.0335 -0.74
C -1.9063 0.9500 0.2698 0.49
O -2.3017 0.5702 1.3221 -0.57
H -0.3128 2.1270 0.8762 0.25
H -0.3875 1.9056 -0.9780 0.25
H -1.6661 2.8859 -0.0631 0.26
H -2.4277 0.4730 -0.6857 0.10
I 0.1965 0.6274 3.5770 -0.20
H -1.2027 0.1779 2.6880 0.17

***

17
Properties=species:S:1:pos:R:3:nbo_charge:R:1 method="wB97M-V/def2-TZVPD" e_above_lowest_kj_mol=47.71 orbital_gap_ev=9.485 charge=0 largest_force_ev_per_a=4.9 total_energy_ha=-644.0524
C -0.1674 -0.8079 -0.4237 0.84
C 0.8993 1.7360 0.1025 -0.68
C 1.3267 -0.1086 1.8093 -0.69
C -1.8854 -1.2373 -1.9554 -0.27
C 0.3630 0.5729 0.8854 -0.13
O 0.5043 -1.7755 -0.5808 -0.60
O -1.2644 -0.3981 -0.9748 -0.51
I -1.4889 1.0783 1.8780 0.08
H 0.1386 2.1524 -0.5544 0.23
H 1.2336 2.5244 0.7816 0.22
H 1.7510 1.4208 -0.5019 0.22
H 1.6473 0.5670 2.6047 0.22
H 2.2051 -0.4291 1.2497 0.23
H 0.8759 -0.9890 2.2631 0.23
H -2.5873 -0.6049 -2.4935 0.20
H -2.4163 -2.0517 -1.4587 0.20
H -1.1350 -1.6496 -2.6310 0.20

***

17
Properties=species:S:1:pos:R:3:nbo_charge:R:1 method="wB97M-V/def2-TZVPD" e_above_lowest_kj_mol=541.36 orbital_gap_ev="5.115 / 5.136" charge=0 largest_force_ev_per_a=6.5 total_energy_ha=-643.8644
C 1.6994 0.4569 -0.5203 -0.25
C 2.6535 -0.0180 0.4158 -0.10
C -0.6765 -0.2945 0.0746 0.60
C -1.6021 -0.3658 -1.2172 -0.65
C -1.6170 0.1907 1.2449 -0.67
O 0.5033 0.9139 -0.1208 -0.62
O -0.0151 -1.3966 0.1421 -0.78
I 2.2651 0.2083 2.3953 0.40
H 2.0596 1.0315 -1.3311 0.28
H 1.4838 -0.4041 -1.2770 0.35
H 3.6842 0.0148 0.1553 0.21
H -2.1064 -1.2055 -1.1190 0.21
H -0.9099 -0.4089 -1.9633 0.19
H -2.1059 0.5874 -1.3489 0.19
H -0.9319 0.2328 2.1299 0.20
H -2.4619 -0.6655 1.3793 0.22
H -1.9222 1.1224 0.9602 0.21

***

16
Properties=species:S:1:pos:R:3:nbo_charge:R:1 method="wB97M-V/def2-TZVPD" e_above_lowest_kj_mol=233.78 orbital_gap_ev="7.837 / 6.857" charge=0 largest_force_ev_per_a=4.6 total_energy_ha=-891.6760
C 0.4579 -0.4112 -1.4291 -0.37
C 0.0056 0.8433 -0.6466 -0.57
C 1.3074 -1.4228 -0.5832 -0.56
C -0.8416 0.4004 0.4956 0.03
C -0.6435 0.8362 1.9537 -0.72
S 0.2107 -2.2310 0.5783 -0.01
I -2.8459 0.1450 -0.1548 0.17
H -0.5195 -0.9136 -1.6846 0.21
H 0.8080 -0.1628 -2.3400 0.20
H 0.8343 1.5190 -0.3671 0.23
H -0.6344 1.3585 -1.4501 0.25
H 1.7093 -2.0285 -1.2942 0.23
H 2.0602 -0.8436 0.0564 0.20
H -1.6147 0.7114 2.4651 0.23
H -0.4282 1.9495 2.1112 0.22
H 0.1344 0.2501 2.2893 0.25

***

20
Properties=species:S:1:pos:R:3:lowdin_charge:R:1 method="wB97M-V/def2-TZVPD" e_above_lowest_kj_mol=125.29 orbital_gap_ev="6.014 / 5.617" charge=+1 largest_force_ev_per_a=5.3 total_energy_ha=-848.8635
O 0.2632 2.6944 0.0365 -0.03
C 1.2307 1.9373 0.3601 -0.29
C 1.2125 0.5634 0.6373 -0.35
O -0.1012 0.0390 0.6931 -0.18
C -0.3438 -1.2602 0.2154 -0.21
C -1.8110 -1.5657 0.3981 -0.17
O -2.5686 -0.6038 -0.3181 -0.24
C -3.9596 -0.8586 -0.3162 -0.07
Na -1.6593 1.5376 -0.0758 0.70
H 2.2359 2.4052 0.4590 0.14
H 0.2562 -2.0113 0.7597 0.15
H -0.0869 -1.3406 -0.8570 0.12
H -2.0827 -1.5283 1.4672 0.15
H -2.0229 -2.5784 0.0169 0.15
H -4.4453 -0.0441 -0.8665 0.10
H -4.1803 -1.8153 -0.8154 0.11
H -4.3509 -0.8857 0.7135 0.11
In 2.6585 -0.4509 -0.5086 1.12
O 3.4570 -0.6872 1.0951 -0.57
H 2.3381 0.0452 1.7483 0.27

***

25
Properties=species:S:1:pos:R:3:nbo_charge:R:1 method="wB97M-V/def2-TZVPD" e_above_lowest_kj_mol=0.00 orbital_gap_ev=3.551 charge=-2 largest_force_ev_per_a=4.8 total_energy_ha=-1154.5646
Li 0.3482 -0.1149 -3.8286 0.92
Li -0.0443 -0.0470 -0.8514 0.88
P -0.6803 1.6436 -2.4825 2.47
O -0.0415 1.9197 -1.0746 -1.35
O -1.7557 2.7065 -2.6669 -1.26
O -0.9947 0.1353 -2.4923 -1.37
O 0.4362 1.8219 -3.5806 -1.34
O 3.5486 -1.9420 -2.1260 -0.74
C 2.3436 -1.3766 -2.4389 0.95
O 1.7711 -0.6983 -1.5501 -0.82
O 1.8491 -1.5179 -3.5840 -0.83
H 3.5593 -1.7437 -1.1680 0.48
C -1.6530 0.5591 2.3778 -0.44
C -0.2729 0.2975 2.9864 -0.43
C 0.5063 -0.3076 1.8214 -0.08
O -0.4866 -0.7991 0.9177 -0.55
C -1.7736 -0.6629 1.4831 -0.06
H -1.6696 1.4372 1.7306 0.26
H -2.4663 0.6165 3.1064 0.19
H -0.3635 -0.3629 3.8535 0.18
H 0.1808 1.2247 3.3443 0.21
H 1.1318 -1.1174 2.2018 0.16
H 1.0968 0.4618 1.3294 0.23
H -2.0752 -1.5780 2.0212 0.13
H -2.4947 -0.5552 0.6703 0.22

***

18
Properties=species:S:1:pos:R:3:nbo_charge:R:1 method="wB97M-V/def2-TZVPD" e_above_lowest_kj_mol=0.00 orbital_gap_ev="6.511 / 6.511" charge=+2 largest_force_ev_per_a=3.9 total_energy_ha=-1656.4406
O 0.5131 -0.8497 1.0190 -0.71
C -0.6901 -0.4049 1.6291 0.56
O -1.4911 -1.3431 1.3767 -0.86
Lu -0.7813 -2.0357 -0.4909 2.47
O -0.7640 0.1075 -1.5597 -0.76
C -1.5430 0.9179 -2.1416 0.55
C 1.7377 -0.1426 1.2755 -0.08
H 1.8092 0.7064 0.5841 0.21
H 1.6595 0.2441 2.2993 0.24
C 2.9021 -1.0886 1.1026 -0.64
H 2.8115 -1.9561 1.7698 0.23
H 2.9575 -1.4459 0.0648 0.20
H 3.8344 -0.5574 1.3363 0.28
C -2.7448 1.4486 -1.4627 -0.75
H -1.0573 1.5916 -2.8680 0.21
H -3.5999 1.3790 -2.1527 0.30
H -2.5537 2.5115 -1.2435 0.32
H -2.9998 0.9174 -0.5379 0.25

***

20
Properties=species:S:1:pos:R:3:nbo_charge:R:1 method="wB97M-V/def2-TZVPD" e_above_lowest_kj_mol=359.23 multiplicity=2 orbital_gap_ev="6.305 / 6.312" s2=0.751 charge=+2 largest_force_ev_per_a=5.6 total_energy_ha=-1854.9554
O 1.7000 -0.7319 0.9610 -1.06
C 1.3689 -1.9583 0.5233 0.08
C 0.2727 -2.1922 -0.2219 0.05
O -0.7995 -1.3340 -0.1747 -0.58
C -1.0020 -0.2657 -1.1242 -0.17
C -2.2241 0.4531 -0.6082 -0.12
O -1.8752 1.1073 0.6228 -0.65
C -2.8621 1.9091 1.2402 -0.26
Yb 0.1790 0.6823 1.1392 2.10
H 2.2062 -2.6582 0.4344 0.22
H 0.1925 -3.0165 -0.9303 0.24
H -1.1265 -0.6465 -2.1413 0.25
H -3.0135 -0.2610 -0.3217 0.24
H -2.5341 1.2352 -1.3173 0.24
H -2.3938 2.4422 2.0746 0.20
H -3.2473 2.6473 0.5225 0.23
H -3.6335 1.2327 1.6363 0.22
Mg 2.7939 0.8496 0.6622 1.86
O 1.1835 1.3553 -0.2212 -1.39
H 0.2534 0.6329 -1.5896 0.30

***

20
Properties=species:S:1:pos:R:3:nbo_charge:R:1 method="wB97M-V/def2-TZVPD" e_above_lowest_kj_mol=0.00 multiplicity=2 orbital_gap_ev="6.834 / 5.017" s2=0.767 charge=+2 largest_force_ev_per_a=3.3 total_energy_ha=-1855.0923
O 1.5646 -0.6005 0.5045 -1.08
C 1.3413 -1.7577 -0.1069 0.10
C 0.1173 -2.0376 -0.5762 0.01
O -0.9038 -1.1649 -0.2098 -0.63
C -1.7534 -0.6954 -1.2612 -0.10
C -2.7083 0.2785 -0.6179 -0.10
O -1.9341 1.2331 0.1071 -0.67
C -2.6833 2.3340 0.6123 -0.27
Mg -0.1766 0.5198 0.9059 1.82
H 2.1977 -2.3906 -0.3569 0.21
H -0.1636 -2.9136 -1.1573 0.23
H -2.3104 -1.5310 -1.7064 0.24
H -3.3788 -0.2322 0.0902 0.21
H -3.3000 0.7888 -1.3909 0.23
H -1.9791 3.0071 1.1124 0.21
H -3.1726 2.8610 -0.2174 0.22
H -3.4315 1.9750 1.3336 0.21
Yb 2.8902 0.7407 1.8618 2.00
O 0.9937 1.7865 1.6834 -1.04
H -1.1297 -0.2111 -2.0603 0.21

***

18
Properties=species:S:1:pos:R:3:nbo_charge:R:1 method="wB97M-V/def2-TZVPD" e_above_lowest_kj_mol=18.49 multiplicity=6 orbital_gap_ev="7.194 / 7.118" s2=8.757 charge=+1 largest_force_ev_per_a=4.7 total_energy_ha=-1572.2479
O -0.9305 2.3188 0.7660 -0.81
C -1.8164 1.8152 -0.0421 0.25
C -1.7402 0.4733 -0.3997 -0.24
O -1.0971 -0.2026 0.6821 -0.64
C -1.2834 -1.5619 0.8285 0.13
C -0.2566 -2.3814 1.0150 -0.46
Mn 0.4787 1.0162 1.1354 1.63
H -2.7574 2.3504 -0.2225 0.20
H 0.5492 0.2092 -1.2502 0.57
H -2.2597 -1.8720 0.4510 0.21
H 0.7562 -2.0757 0.7479 0.20
H -0.4523 -3.4349 1.2087 0.25
O 1.3904 0.5000 -0.4521 -0.88
C 2.7468 0.6785 -0.8377 -0.26
H 2.7627 0.9777 -1.8934 0.22
H 3.2133 1.4859 -0.2578 0.20
H 3.3083 -0.2524 -0.6782 0.20
H -2.6120 -0.0443 -0.8009 0.22

***

15
Properties=species:S:1:pos:R:3:nbo_charge:R:1 method="wB97M-V/def2-TZVPD" e_above_lowest_kj_mol=157.53 multiplicity=2 orbital_gap_ev="3.509 / 6.753" s2=0.761 charge=-1 largest_force_ev_per_a=4.3 total_energy_ha=-250.5238
C 1.5570 -1.1991 -0.5774 -0.42
N 0.1396 -0.8314 -1.0896 -0.63
C -0.6222 -0.0867 -0.1903 0.06
C -1.9911 -0.1190 -0.0338 -0.72
C 0.3435 1.5688 1.5628 -0.66
C 0.2342 1.0223 0.3277 -0.32
H 1.5501 -1.9334 0.3192 0.15
H 1.8393 -1.6551 -1.4476 0.17
H 2.1335 -0.4003 -0.2504 0.20
H -0.2554 -1.8224 -1.2190 0.34
H -2.6757 -0.6641 -0.7422 0.15
H -2.4724 0.3185 0.7817 0.18
H 0.9426 2.4860 1.5751 0.16
H -0.1613 1.2364 2.4956 0.17
H 0.9947 1.1376 -0.4195 0.15

***

15
Properties=species:S:1:pos:R:3:nbo_charge:R:1 method="wB97M-V/def2-TZVPD" e_above_lowest_kj_mol=464.67 smiles="CC(C)C1=CN1" orbital_gap_ev=9.123 charge=0 largest_force_ev_per_a=5.3 total_energy_ha=-250.4900
C -1.1618 1.2176 0.1764 -0.60
C -0.1887 0.0886 0.5336 -0.26
C -0.7748 -1.2653 0.1340 -0.60
C 1.2065 0.4080 0.0077 0.11
C 1.6134 0.0310 -1.2139 -0.15
N 2.3001 -0.3287 0.2031 -0.56
H -0.7736 2.1968 0.4737 0.21
H -1.3646 1.2530 -0.8986 0.20
H -2.1071 1.0740 0.7088 0.21
H -0.0487 0.0853 1.6218 0.20
H -0.0742 -2.0779 0.3435 0.22
H -1.7040 -1.4487 0.6835 0.21
H -1.0182 -1.3030 -0.9321 0.20
H 0.9423 -0.1615 -2.0471 0.23
H 3.1535 0.2307 0.2056 0.36

***

15
Properties=species:S:1:pos:R:3:nbo_charge:R:1 method="wB97M-V/def2-TZVPD" e_above_lowest_kj_mol=192.49 smiles="C/C=C/CC#N.[H][H]" orbital_gap_ev=10.795 charge=0 largest_force_ev_per_a=1.5 total_energy_ha=-250.5936
C -2.1032 0.2893 -0.0422 -0.66
C -0.6588 0.6209 0.1184 -0.14
C 0.3198 -0.0013 -0.5215 -0.21
C 1.7383 0.4955 -0.5059 -0.54
C 2.7307 -0.5261 -0.1521 0.29
N 3.5317 -1.3216 0.1122 -0.33
H -2.7306 0.5299 0.8228 0.22
H -2.2974 -0.7386 -0.3623 0.22
H -2.3498 0.9615 -0.8628 0.23
H -0.4459 1.4977 0.7267 0.20
H 0.1072 -0.8795 -1.1352 0.21
H 1.8311 1.3258 0.2025 0.25
H 2.0017 0.8804 -1.4978 0.25
H -1.1297 -1.6265 1.4352 -0.02
H -0.4258 -1.5440 1.2137 0.01

***

15
Properties=species:S:1:pos:R:3:nbo_charge:R:1 method="wB97M-V/def2-TZVPD" e_above_lowest_kj_mol=219.87 smiles=C1CC1N1CC1 orbital_gap_ev=9.983 charge=0 largest_force_ev_per_a=0.3 total_energy_ha=-250.5832
C -1.2848 0.8335 0.5517 -0.45
C -1.9324 -0.2661 -0.2499 -0.42
C -0.5659 -0.4678 0.3221 -0.07
N 0.5598 -0.5694 -0.5860 -0.41
C 1.8684 -0.7362 0.0194 -0.25
C 1.5055 0.5354 -0.6433 -0.26
H -0.9394 1.7045 -0.0004 0.22
H -1.6527 1.0495 1.5516 0.22
H -2.7701 -0.8109 0.1766 0.21
H -1.9794 -0.1229 -1.3256 0.22
H -0.4910 -1.1395 1.1759 0.20
H 1.9324 -0.7250 1.1082 0.19
H 2.5271 -1.4497 -0.4710 0.20
H 1.8905 0.7704 -1.6335 0.20
H 1.3320 1.3943 0.0042 0.19

***

15
Properties=species:S:1:pos:R:3:nbo_charge:R:1 method="wB97M-V/def2-TZVPD" e_above_lowest_kj_mol=594.67 orbital_gap_ev="8.266 / 8.265" charge=0 largest_force_ev_per_a=0.5 total_energy_ha=-250.4404
C 1.1411 -1.2316 -1.0036 -0.43
C 1.7929 -0.6468 0.2738 -0.43
C 0.4985 -0.1970 -0.2117 0.17
N -0.4660 0.6286 -0.1063 -0.21
C -0.8860 1.7765 0.6790 -0.24
C -1.7009 1.1101 -0.3743 -0.28
H 1.5802 -0.9602 -1.9628 0.22
H 0.7651 -2.2531 -0.9580 0.23
H 1.8404 -1.2935 1.1500 0.22
H 2.6636 -0.0047 0.1471 0.22
H -1.7429 -1.6254 0.8752 -0.05
H -1.1133 1.5746 1.7274 0.18
H -0.2769 2.6724 0.5171 0.18
H -1.9789 1.4836 -1.3535 0.20
H -2.1167 -1.0334 0.6008 0.02

***

15
Properties=species:S:1:pos:R:3:nbo_charge:R:1 method="wB97M-V/def2-TZVPD" e_above_lowest_kj_mol=352.46 smiles="C=C/C=C/NC" orbital_gap_ev=8.624 charge=0 largest_force_ev_per_a=5.7 total_energy_ha=-250.5327
C -2.2089 -2.3585 -0.5599 -0.42
C -1.9154 -1.0763 -0.2264 -0.18
C -0.4888 -0.6749 0.1016 -0.31
C 0.0345 0.5651 0.2742 0.01
N 1.4714 0.7221 0.5512 -0.68
C 2.0639 2.0820 0.0586 -0.43
H -3.1213 -2.8948 -0.4278 0.21
H -1.3320 -2.9408 -0.3936 0.17
H -2.6712 -0.2978 -0.5614 0.20
H 0.3057 -1.4867 -0.0425 0.18
H -0.6600 1.3049 0.5530 0.19
H 1.7842 -0.2136 0.7381 0.40
H 2.3617 2.6775 0.9890 0.20
H 1.3377 2.8588 -0.4865 0.23
H 3.0384 1.7330 -0.5676 0.21

***

15
Properties=species:S:1:pos:R:3:nbo_charge:R:1 method="wB97M-V/def2-TZVPD" e_above_lowest_kj_mol=233.73 smiles=C1CC1N1CC1 orbital_gap_ev=10.137 charge=0 largest_force_ev_per_a=1.3 total_energy_ha=-250.5779
C -1.1328 0.7377 0.6184 -0.46
C -1.9578 -0.2614 -0.2448 -0.42
C -0.5698 -0.5651 0.2025 -0.07
N 0.6054 -0.6208 -0.6709 -0.40
C 1.8625 -0.6341 0.0657 -0.25
C 1.4558 0.5581 -0.6946 -0.26
H -0.8583 1.6023 0.0294 0.22
H -1.4102 0.9034 1.6662 0.22
H -2.7837 -0.7851 0.2470 0.21
H -2.1554 0.0767 -1.2594 0.22
H -0.5228 -1.3545 0.9480 0.20
H 1.8000 -0.5847 1.1520 0.19
H 2.6387 -1.2920 -0.3076 0.20
H 1.8981 0.8037 -1.6543 0.20
H 1.1304 1.4158 -0.0978 0.19